1.
Here is a molecular structure, C19H34IrN4O2P from the Open Molecules 2025 dataset. Energies are from ωB97M-V/def2-TZVPD.

Structure (XYZ):
```
61
C19H34IrN4O2P, DFT ωB97M-V/def2-TZVPD
Ir -0.294 0.766 -1.357
N 0.276 2.707 -1.727
C -0.900 3.497 -2.230
C -2.139 3.078 -1.469
N -2.258 1.609 -1.605
H 0.631 3.128 -0.871
H 1.019 2.781 -2.418
H -1.003 3.261 -3.289
H -0.708 4.564 -2.128
H -3.013 3.599 -1.861
H -2.049 3.318 -0.410
H -2.519 1.365 -2.560
H -2.964 1.213 -0.991
O -0.510 -1.256 -4.984
C -0.445 -0.422 -4.164
N -0.359 0.432 -3.327
C -1.855 1.862 3.631
C -0.387 1.695 3.212
C 0.413 2.979 3.479
C 0.254 0.491 3.919
C -0.352 1.428 1.762
N -0.325 1.220 0.634
H -1.885 2.050 4.704
H -2.434 0.961 3.427
H -2.320 2.710 3.127
H 0.390 3.178 4.550
H -0.024 3.836 2.968
H 1.455 2.872 3.177
H 0.245 0.681 4.992
H 1.291 0.355 3.609
H -0.302 -0.427 3.730
C 2.043 -1.690 -2.094
P 1.881 -0.002 -1.476
C 2.865 0.091 0.042
C 2.834 0.984 -2.658
H 3.099 -1.967 -2.104
H 1.655 -1.746 -3.111
H 1.499 -2.389 -1.464
H 3.890 -0.221 -0.156
H 2.448 -0.555 0.812
H 2.879 1.118 0.412
H 3.795 0.503 -2.844
H 3.041 1.982 -2.267
H 2.288 1.054 -3.599
C -2.420 -2.997 -1.700
C -1.424 -2.242 -0.880
O -1.353 -1.015 -1.094
C -0.641 -2.938 0.142
C -0.580 -4.336 0.158
C 0.143 -4.993 1.139
C 0.796 -4.265 2.122
C 0.721 -2.874 2.132
C 0.008 -2.218 1.150
H -2.863 -2.337 -2.439
H -3.200 -3.414 -1.060
H -1.938 -3.832 -2.209
H -1.083 -4.920 -0.600
H 0.192 -6.073 1.139
H 1.356 -4.780 2.892
H 1.216 -2.318 2.918
H -0.081 -1.141 1.165
```

The value obtained for the frontier orbital gap is 0.31916 Eh. The calculation puts the calculated total energy at -42427.599 eV. The value obtained for the LUMO energy is -6.14 eV. The calculation puts the maximum force at 0.513 eV/Å. Its total charge is +2. The value obtained for the relative energy (zero: lowest compared OMol25 entry of this formula, charge and spin) is 0.000 eV.



2.
Here is C4H5NO in the gas phase from the Open Molecules 2025 dataset. Energies are from ωB97M-V/def2-TZVPD.

Structure (XYZ):
```
11
C4H5NO, DFT ωB97M-V/def2-TZVPD
N 2.731 0.109 -1.032
C 1.835 0.217 -0.309
C 0.712 0.321 0.629
C -0.471 -0.575 0.242
C -1.454 0.121 -0.672
O -1.305 1.240 -1.097
H 1.084 0.061 1.624
H 0.384 1.365 0.651
H -0.137 -1.496 -0.251
H -1.019 -0.897 1.137
H -2.360 -0.468 -0.923
```

The value obtained for the frontier orbital gap is 0.41183 Eh. The calculation puts the calculated total energy at -7765.883 eV. The value obtained for the LUMO energy is 0.68 eV. The calculation puts the maximum force at 1.126 eV/Å. Its SMILES is N#CCCC=O. Its total charge is 0. The value obtained for the relative energy (zero: lowest compared OMol25 entry of this formula, charge and spin) is 0.643 eV.



3.
Here is a molecular structure, C18H20FN4 from the Open Molecules 2025 dataset. Energies are from ωB97M-V/def2-TZVPD.

Structure (XYZ):
```
43
C18H20FN4, DFT ωB97M-V/def2-TZVPD
F -5.136 -1.423 -2.396
C -4.146 -0.671 -1.810
C -3.236 -0.016 -2.640
C -2.082 0.492 -2.053
C -1.806 0.391 -0.669
C -0.421 0.728 -0.193
C -0.207 1.148 1.251
C 0.282 2.456 1.559
C 0.521 2.838 2.890
C 0.232 1.963 3.953
C -0.333 0.708 3.669
C -0.548 0.318 2.330
C -2.812 -0.187 0.148
C -3.947 -0.775 -0.442
H -3.360 -0.015 -3.728
H -1.373 1.012 -2.705
H 0.209 1.260 -0.937
H 0.341 3.213 0.756
H 1.033 3.788 3.081
H 0.502 2.211 4.983
H -0.523 -0.016 4.466
H -0.997 -0.658 2.137
H -2.773 -0.232 1.246
H -4.605 -1.406 0.158
N 3.607 3.135 1.111
N 2.981 2.216 0.804
N 2.258 1.259 0.524
C 2.931 0.220 -0.207
C 2.010 -0.969 -0.382
C 2.529 -1.922 -1.448
C 1.265 -2.626 -1.962
C 0.064 -1.776 -1.613
N 0.580 -0.725 -0.729
H 3.350 0.633 -1.150
H 3.765 -0.204 0.386
H 1.987 -1.455 0.613
H 3.063 -1.388 -2.271
H 3.242 -2.598 -0.933
H 1.390 -2.831 -3.034
H 1.114 -3.545 -1.384
H -0.354 -1.258 -2.476
H -0.733 -2.278 -1.074
H 0.134 -1.014 0.173
```

The value obtained for the frontier orbital gap is 0.31185 Eh. The calculation puts the calculated total energy at -27657.723 eV. The value obtained for the LUMO energy is -3.66 eV. The calculation puts the maximum force at 5.037 eV/Å. Its total charge is +1.



4.
Here is C7H15NO2Si in the gas phase from the Open Molecules 2025 dataset. Energies are from ωB97M-V/def2-TZVPD.

Structure (XYZ):
```
26
C7H15NO2Si, DFT ωB97M-V/def2-TZVPD
H 0.383 -2.935 -0.419
N -0.468 -2.459 -0.332
C -0.500 -1.174 -0.564
C -1.860 -0.536 -0.820
C -2.778 -0.791 0.296
C -3.010 0.141 1.162
Si 1.135 -0.013 -0.412
C 2.346 -0.364 -1.875
O 0.280 1.322 -0.246
C 0.476 2.697 -0.226
O 2.056 -0.264 0.876
C 1.547 -0.525 2.157
H -1.829 0.580 -0.882
H -2.046 -0.933 -1.778
H -3.313 -1.800 0.418
H -3.617 -0.031 1.962
H -2.541 1.066 0.962
H 2.521 0.587 -2.328
H 3.195 -1.103 -1.710
H 1.803 -0.963 -2.590
H 0.898 3.003 -1.203
H 1.298 2.777 0.491
H -0.385 3.288 -0.256
H 1.591 -1.588 2.446
H 0.587 0.006 2.090
H 2.231 0.013 2.784
```

The value obtained for the frontier orbital gap is 0.33361 Eh. The calculation puts the calculated total energy at -20963.978 eV. The value obtained for the LUMO energy is 0.70 eV. The calculation puts the maximum force at 3.913 eV/Å. Its SMILES is [H]/N=C(/CC=C)[Si](C)(OC)OC. Its total charge is 0. The value obtained for the relative energy (zero: lowest compared OMol25 entry of this formula, charge and spin) is 1.087 eV.



5.
Here is C23H30N4O3 in the gas phase from the Open Molecules 2025 dataset. Energies are from ωB97M-V/def2-TZVPD.

Structure (XYZ):
```
60
C23H30N4O3, DFT ωB97M-V/def2-TZVPD
C -0.776 0.101 2.393
C -2.056 -0.599 1.964
O -1.739 -1.494 0.911
C -2.650 -2.534 0.686
C -3.932 -2.054 -0.031
N -3.562 -1.317 -1.212
C -3.455 0.031 -1.178
O -3.987 0.712 -0.324
C -2.616 0.629 -2.300
C -1.276 0.976 -1.698
C -0.186 0.059 -1.696
C -0.268 -1.302 -2.312
N 0.962 0.343 -1.136
C 1.117 1.518 -0.538
C 2.192 2.109 0.135
C 3.485 1.493 0.385
C 3.571 0.104 0.500
C 4.785 -0.506 0.749
C 5.935 0.254 0.887
C 5.863 1.630 0.760
C 4.651 2.247 0.509
C 1.702 3.372 0.524
C 2.377 4.434 1.315
N 0.443 3.558 0.133
N 0.087 2.454 -0.513
C -1.114 2.195 -1.075
C -2.159 3.251 -0.958
O -2.051 -3.463 -0.158
C -0.906 -4.107 0.392
C -0.393 -5.115 -0.622
H -1.000 0.842 3.155
H -0.322 0.595 1.540
H -0.065 -0.619 2.789
H -2.486 -1.162 2.805
H -2.796 0.135 1.619
H -2.925 -3.006 1.657
H -4.530 -2.926 -0.301
H -4.502 -1.388 0.618
H -2.991 -1.836 -1.862
H -2.512 -0.074 -3.124
H -3.105 1.534 -2.659
H -0.847 -1.960 -1.667
H -0.721 -1.275 -3.301
H 0.739 -1.701 -2.390
H 2.675 -0.485 0.387
H 4.836 -1.582 0.838
H 6.884 -0.224 1.085
H 6.758 2.229 0.852
H 4.616 3.318 0.384
H 1.623 5.076 1.763
H 3.008 5.048 0.673
H 2.997 3.994 2.094
H -1.777 4.052 -0.330
H -3.061 2.833 -0.518
H -2.406 3.657 -1.938
H -1.194 -4.609 1.327
H -0.139 -3.358 0.619
H 0.463 -5.643 -0.210
H -1.173 -5.832 -0.862
H -0.092 -4.609 -1.534
```

The value obtained for the frontier orbital gap is 0.30421 Eh. The calculation puts the calculated total energy at -36441.724 eV. The value obtained for the LUMO energy is 0.76 eV. The calculation puts the maximum force at 1.136 eV/Å. Its SMILES is CCOC(CNC(=O)Cc1c(C)nc2c(-c3ccccc3)c(C)nn2c1C)OCC. Its total charge is 0. The value obtained for the relative energy (zero: lowest compared OMol25 entry of this formula, charge and spin) is 1.833 eV.



6.
Here is 2 unconnected molecules or ions with the total composition C7H17N2O from the Open Molecules 2025 dataset. Energies are from ωB97M-V/def2-TZVPD.

Structure (XYZ):
```
27
C7H17N2O, DFT ωB97M-V/def2-TZVPD
C 2.446 0.142 2.330
C -2.852 0.802 0.937
C -0.673 1.578 -1.787
C 1.474 -2.473 -1.151
C -1.409 1.273 0.624
C 0.558 -0.001 -0.506
C -0.873 0.692 -0.646
N 0.790 -2.227 0.058
N 0.521 -1.071 0.401
O 2.641 -0.472 1.316
H 1.916 -0.287 3.247
H 3.080 1.018 2.581
H -2.915 -0.339 0.993
H -3.537 1.189 0.157
H -3.189 1.173 1.937
H 0.311 2.136 -1.575
H -1.495 2.305 -1.908
H -0.449 1.213 -2.762
H 2.416 -1.949 -1.227
H 1.570 -3.588 -1.240
H 0.957 -2.046 -1.964
H -0.780 0.891 1.486
H -1.469 2.405 0.609
H 1.125 0.867 -0.126
H 1.105 -0.215 -1.446
H -1.616 -0.044 -0.864
H 0.349 -2.974 0.525
```

The value obtained for the frontier orbital gap is 0.32135 Eh. The calculation puts the calculated total energy at -12552.044 eV. The value obtained for the LUMO energy is -5.23 eV. The calculation puts the maximum force at 3.803 eV/Å. Its total charge is +1. The value obtained for the relative energy (zero: lowest compared OMol25 entry of this formula, charge and spin) is 4.809 eV.